2 unconnected molecules or ions with the total composition C4H9ClF3O4PS at a distorted geometry. Source: the Open Molecules 2025 dataset; level of theory: the ωB97M-V functional and the def2-TZVPD basis.

```
23
Properties=species:S:1:pos:R:3:lowdin_charge:R:1
O 4.13 1.98 3.05 -0.36
S 2.86 2.61 2.15 0.81
P 1.20 2.49 3.55 0.42
O 0.42 3.97 3.33 -0.35
Cl -0.13 1.08 2.84 0.31
H 4.44 2.75 3.55 0.06
H 2.65 1.76 1.09 0.03
H 0.68 4.28 2.46 0.03
C -1.27 -0.98 0.21 -0.10
C -0.23 -1.91 -0.39 -0.30
O -0.68 -2.64 -1.51 -0.10
C -0.69 -1.94 -2.78 -0.52
O 0.43 -1.32 -3.05 -0.15
C -1.93 -0.99 -2.93 -0.57
F -3.03 -1.52 -2.35 0.10
F -2.24 -0.83 -4.22 0.12
F -1.77 0.24 -2.42 0.10
H -2.25 -1.44 0.25 0.08
H -0.96 -0.70 1.22 -0.02
H -1.35 -0.05 -0.36 0.06
H 0.01 -2.67 0.36 0.11
H 0.70 -1.39 -0.61 0.10
H -0.97 -2.77 -3.46 0.14
```

**Frontier orbital gap**: 2.01 eV
**Highest occupied orbital energy**: -0.215 hartree
**2S+1**: 1
**Net charge**: 0